The following is a quantum chemistry calculation of 7 unconnected molecules or ions with the total composition C42H45BN7O20S2 in a non-equilibrium geometry, from the Open Molecules 2025 dataset.

Properties
E_HOMO	-6.50	eV
charge	-1
multiplicity	1
max |F|	6.25	eV/A

Positions of all 117 atoms, in Å:
C -1.729 2.971 2.101
C -1.391 1.968 3.352
O -1.868 0.585 3.192
C -1.050 -0.185 2.243
C 0.492 -0.470 2.722
O 1.111 -1.677 2.150
C 1.841 -1.395 0.904
S 1.333 -2.745 -0.350
O 2.468 -3.089 -1.350
O 1.034 -4.011 0.544
N -0.166 -2.261 -1.107
S 0.092 -1.471 -2.645
O -1.345 -1.102 -3.185
O 0.715 -2.389 -3.743
C 1.084 0.129 -2.545
B 0.218 1.419 -1.962
O -0.966 1.957 -2.703
O 0.643 2.082 -0.706
H -1.855 4.065 2.564
H -2.764 2.750 1.563
H -0.837 3.084 1.317
H -1.961 2.406 4.305
H -0.249 2.077 3.587
H -1.071 0.262 1.141
H -1.576 -1.253 2.148
H 0.552 -0.520 3.912
H 1.124 0.497 2.430
H 1.637 -0.325 0.477
H 3.021 -1.486 1.016
H 1.473 0.407 -3.639
H 2.041 -0.003 -1.870
H -1.810 1.594 -2.259
H 0.338 1.558 0.098
C 5.841 4.765 1.468
C 4.801 5.694 1.409
C 3.484 5.284 1.624
C 3.219 3.937 1.903
C 4.260 3.000 1.955
C 5.573 3.422 1.736
N 1.839 3.504 2.155
O 0.944 4.359 2.081
O 1.649 2.311 2.431
H 6.868 5.090 1.305
H 5.018 6.739 1.199
H 2.685 6.021 1.575
H 4.068 1.950 2.166
H 6.389 2.703 1.777
C 0.984 -5.313 -3.869
C 1.823 -6.377 -4.205
C 1.278 -7.592 -4.626
C -0.115 -7.729 -4.712
C -0.959 -6.665 -4.368
C -0.403 -5.456 -3.945
N -0.693 -8.995 -5.178
O 0.086 -9.919 -5.454
O -1.927 -9.066 -5.272
H 1.414 -4.366 -3.547
H 2.902 -6.259 -4.142
H 1.945 -8.412 -4.884
H -2.042 -6.759 -4.425
H -1.050 -4.623 -3.679
C -5.424 -8.609 -3.708
C -4.512 -8.419 -2.668
C -4.778 -7.486 -1.665
C -5.969 -6.748 -1.710
C -6.883 -6.931 -2.756
C -6.604 -7.866 -3.756
N -6.267 -5.783 -0.645
O -5.425 -5.636 0.254
O -7.346 -5.175 -0.702
H -5.214 -9.343 -4.485
H -3.593 -9.002 -2.639
H -4.058 -7.350 -0.862
H -7.809 -6.362 -2.806
H -7.309 -8.017 -4.570
C -1.542 8.060 -0.050
C -2.338 8.925 0.702
C -2.205 8.969 2.091
C -1.264 8.142 2.719
C -0.469 7.267 1.968
C -0.613 7.229 0.579
N -1.102 8.202 4.177
O -1.837 8.975 4.809
O -0.236 7.479 4.692
H -1.645 8.033 -1.133
H -3.061 9.568 0.204
H -2.833 9.649 2.663
H 0.262 6.615 2.443
H 0.002 6.556 -0.013
C 11.794 5.915 -2.017
C 10.754 6.844 -2.076
C 9.436 6.434 -1.861
C 9.171 5.086 -1.582
C 10.213 4.150 -1.530
C 11.526 4.571 -1.749
N 7.791 4.654 -1.330
O 6.896 5.508 -1.404
O 7.601 3.460 -1.054
H 12.820 6.240 -2.179
H 10.970 7.889 -2.286
H 8.637 7.170 -1.910
H 10.021 3.100 -1.319
H 12.341 3.853 -1.708
C -7.362 -3.809 2.010
C -8.158 -2.943 2.762
C -8.025 -2.899 4.151
C -7.084 -3.727 4.779
C -6.289 -4.602 4.028
C -6.433 -4.639 2.639
N -6.921 -3.667 6.237
O -7.657 -2.893 6.869
O -6.056 -4.389 6.752
H -7.465 -3.835 0.927
H -8.881 -2.300 2.265
H -8.653 -2.219 4.723
H -5.558 -5.253 4.503
H -5.818 -5.313 2.047